# 1
Molecular formula: C15H40ClF3O7PS6
Method: DFT, the ωB97M-V functional and the def2-TZVPD basis

Last column: Mulliken charge in e.
CARTESIAN COORDINATES (ANGSTROEM)
C 7.9757 1.1660 -2.1325  -1.13
C 7.7158 -0.0578 -3.1680  -0.39
C 7.9351 -1.4562 -2.3981  0.09
C 8.8225 -2.3919 -3.3928  -1.45
P 6.3503 -2.3192 -1.8604  0.44
Cl 6.0955 -4.1235 -2.8748  -0.09
S 4.5791 -1.0947 -1.9328  0.90
O 3.6966 -1.5784 -0.8067  -0.55
O 4.8881 0.3540 -1.7259  -0.50
C 3.5948 -1.2486 -3.5182  0.70
F 3.4621 0.0401 -4.0852  -0.18
F 2.3023 -1.7226 -3.2609  -0.16
F 4.2650 -2.0213 -4.4735  -0.19
H 9.0742 1.2383 -1.8217  0.37
H 7.6549 2.1609 -2.5877  0.34
H 7.3783 1.0278 -1.1605  0.26
H 8.5180 0.0792 -3.9805  0.38
H 6.6611 0.0675 -3.6052  0.22
H 8.5925 -1.2799 -1.4738  0.44
H 9.1618 -3.3209 -2.8042  0.39
H 8.2321 -2.7246 -4.3031  0.38
H 9.7831 -1.8243 -3.6502  0.42
H 6.5269 -2.6651 -0.4632  0.30
C 0.5390 -0.9192 -0.4965  -0.57
S 0.0824 0.8125 -0.2677  0.44
O -0.5379 0.9387 1.0886  -0.56
C -1.2575 0.8129 -1.4798  -0.68
H 1.3463 -1.1584 0.1972  0.07
H -0.3190 -1.5619 -0.2895  0.39
H 0.8844 -1.0723 -1.5185  0.16
H -2.0040 0.0628 -1.2118  0.22
H -0.8522 0.6023 -2.4711  0.38
H -1.7224 1.7997 -1.4821  0.15
C -3.7657 0.8728 1.3892  -0.47
S -5.1423 0.2838 0.3783  0.56
O -4.6383 0.1376 -1.0264  -0.69
C -6.0983 1.8150 0.4553  -0.76
H -3.0165 0.0824 1.4488  0.10
H -3.3208 1.7589 0.9349  -0.02
H -4.1242 1.1058 2.3931  0.47
H -5.5092 2.6433 0.0583  0.13
H -6.3803 2.0170 1.4892  0.30
H -6.9997 1.6909 -0.1462  0.38
C -8.7556 -3.1499 1.7565  -0.91
S -8.6656 -1.7576 2.9019  0.44
O -8.0287 -0.6198 2.1737  -0.52
C -7.4092 -2.4827 3.9768  -0.91
H -9.4636 -2.9005 0.9655  0.31
H -7.7735 -3.3360 1.3184  0.27
H -9.1051 -4.0368 2.2878  0.37
H -6.5116 -2.7106 3.3992  0.26
H -7.8024 -3.3912 4.4356  0.38
H -7.1647 -1.7608 4.7568  0.31
C -3.8981 6.1407 -0.9168  -1.08
S -2.9768 4.7101 -0.3150  0.70
O -3.6890 4.1932 0.8958  -0.62
C -1.5412 5.6427 0.2571  -1.03
H -4.8625 5.7970 -1.2924  0.32
H -4.0578 6.8499 -0.1029  0.34
H -3.3434 6.6166 -1.7272  0.36
H -1.8490 6.3832 0.9972  0.35
H -1.0647 6.1352 -0.5921  0.39
H -0.8367 4.9458 0.7129  0.29
C 0.8025 -3.3864 3.6004  -0.94
S 1.8162 -1.9341 3.2496  0.58
O 2.7590 -1.7581 4.3955  -0.68
C 0.4884 -0.7290 3.4475  -0.75
H 1.4416 -4.2697 3.5684  0.32
H 0.3562 -3.2979 4.5921  0.33
H 0.0219 -3.4775 2.8431  0.32
H 0.0604 -0.8065 4.4486  0.47
H -0.2803 -0.9075 2.6952  0.09
H 0.9034 0.2690 3.3079  0.28

Cartesian forces (eV/Å) of the 6 atoms listed first:
C -0.4 -0.2 0.3
C 0.2 1.5 1.0
C 1.5 0.5 -1.7
C 0.0 -0.9 1.2
P 2.7 -1.9 -0.7
Cl 0.0 2.0 1.2

Calculated values
Maximum force in hartree/bohr: 0.1688
DFT total energy in hartree: -4611.914152
Net charge: +1
LUMO level in eV: -5.9
HOMO energy in eV: -9.336
Kohn-Sham gap in eV: 3.45

***

# 2
Molecular formula: C15H41N6Na2O7Pb
Method: DFT, the ωB97M-V functional and the def2-TZVPD basis

Last column: Mulliken charge in e.
CARTESIAN COORDINATES (ANGSTROEM)
Na 11.8363 41.4942 -0.3922  0.88
Na 9.3188 43.5119 -2.3716  0.91
Pb 8.2044 41.3410 0.7604  1.03
C 10.7413 44.3067 0.9227  -0.51
O 10.0729 43.2432 0.2873  -0.80
H 11.0300 45.0881 0.2197  0.23
H 10.1564 44.7147 1.7471  0.28
H 11.6985 44.0241 1.3608  0.16
C 20.4680 43.2628 -2.2269  -0.70
O 20.4169 44.6052 -1.7582  -0.35
C 19.2084 44.9808 -1.0896  -0.49
C 17.8230 44.7434 -1.8315  -0.56
N 16.7129 44.7835 -0.9476  -0.05
C 16.5086 43.5259 -0.1441  -0.71
C 15.3290 43.2666 0.7545  -0.22
O 14.7424 44.5305 1.2379  -0.28
C 14.5759 44.5833 2.6140  -0.95
H 20.0344 42.5825 -1.4938  0.33
H 21.5368 43.1347 -2.3983  0.27
H 19.9533 43.0944 -3.1728  0.26
H 19.3181 46.0145 -0.7618  0.37
H 19.3467 44.4641 -0.1399  0.31
H 17.8889 43.8156 -2.3999  0.40
H 17.7428 45.5676 -2.5403  0.33
H 15.8475 44.9114 -1.4523  0.08
H 17.3573 43.4196 0.5315  0.35
H 16.5901 42.6798 -0.8264  0.38
H 15.5629 42.5463 1.5385  0.62
H 14.5389 42.8890 0.1055  -0.31
H 13.9113 43.7353 2.7794  0.41
H 14.1046 45.5185 2.9162  0.21
H 15.6111 44.6100 2.9540  0.35
C 9.6814 47.6777 1.8420  -0.22
O 8.6237 48.6400 2.0569  -0.38
C 7.8728 49.1362 1.0145  -0.64
C 8.4116 50.4035 0.2661  -0.56
N 9.3565 49.9690 -0.7924  0.13
C 9.9396 51.0974 -1.5761  -0.54
C 8.8708 51.5317 -2.6129  -0.67
O 8.4781 50.5235 -3.5179  -0.25
C 9.3793 50.4064 -4.5656  -0.70
H 10.5371 47.9757 1.2361  0.08
H 9.3114 46.7888 1.3311  -0.05
H 10.0086 47.3473 2.8278  0.37
H 6.9772 49.4897 1.5256  0.41
H 7.5792 48.3942 0.2721  0.21
H 8.5805 51.3545 0.7713  0.40
H 7.5416 50.7019 -0.3188  0.45
H 10.1072 49.4991 -0.3068  0.05
H 10.8336 50.8308 -2.1399  0.41
H 10.1115 52.0151 -1.0136  0.33
H 9.1076 52.4365 -3.1727  0.46
H 8.0666 51.8972 -1.9742  0.40
H 9.6807 51.3971 -4.9056  0.36
H 8.9549 49.8468 -5.3992  0.26
H 10.3025 49.9468 -4.2127  0.28
C 13.2289 47.8210 -0.4581  0.61
O 12.8364 48.9687 -0.3473  -0.69
N 13.4406 46.9417 0.4719  -0.12
N 13.8356 47.5302 -1.5907  -0.31
H 12.9336 47.1385 1.3229  0.18
H 13.8489 46.0324 0.3087  0.15
H 14.3831 46.7139 -1.8233  0.10
H 14.0494 48.3357 -2.1613  0.24
C 6.4379 45.7863 -1.7651  0.52
O 6.3440 46.9333 -1.9690  -0.48
N 7.4660 45.1400 -1.1992  -0.24
N 5.4581 44.9298 -2.1519  -0.35
H 7.3221 44.1467 -1.0866  0.01
H 8.3206 45.4681 -0.7723  0.21
H 5.7629 43.9793 -1.9976  0.08
H 4.7055 45.1411 -2.7915  0.27

Cartesian forces (eV/Å) of the 6 atoms listed first:
Na 0.2 0.4 0.3
Na 0.0 0.5 0.1
Pb 0.9 1.4 0.3
C 0.4 0.3 0.7
O -1.1 -2.6 -1.3
H -0.4 0.3 -0.2

Calculated values
Maximum force in hartree/bohr: 0.0866
DFT total energy in hartree: -1967.520820
Net charge: +3
LUMO level in eV: -13.2
HOMO energy in eV: -14.435
Kohn-Sham gap in eV: 1.26

***

# 3
Molecular formula: C15H43Li2O12
Method: DFT, the ωB97M-V functional and the def2-TZVPD basis

Last column: Mulliken charge in e.
CARTESIAN COORDINATES (ANGSTROEM)
Li 3.5927 -3.0179 -5.8418  0.85
Li -1.1470 -4.5913 -6.4366  0.77
C 0.7102 0.0072 -1.1152  -0.93
C -0.2759 -0.8422 -2.0278  -0.17
O 0.2221 -1.0544 -3.3028  -0.75
H 1.6818 -0.4484 -0.9239  0.25
H 0.2201 0.3372 -0.1992  0.32
H 0.9731 0.9131 -1.6613  0.25
H -1.1879 -0.2481 -1.9684  0.19
H -0.4447 -1.7666 -1.4754  0.23
C -3.2435 -7.3748 1.9486  -1.27
C -4.0061 -8.4485 2.5812  0.51
C -3.6988 -8.3964 4.1244  -1.33
O -5.3965 -8.3636 2.3882  -0.56
H -2.2051 -7.2418 2.2521  0.34
H -3.7404 -6.4181 2.1095  0.35
H -3.2162 -7.4483 0.8614  0.35
H -3.7809 -9.4669 2.2645  0.24
H -2.6870 -8.7685 4.2853  0.37
H -4.3334 -9.0487 4.7243  0.35
H -3.8976 -7.4082 4.5393  0.33
H -5.5672 -8.5042 1.4540  0.31
C -6.8582 1.4612 -4.5568  -0.50
C -6.5920 0.0179 -5.0856  -0.34
O -6.1122 -0.0070 -6.4153  -0.51
O -5.7873 2.3759 -4.6301  -0.52
H -7.2340 1.5140 -3.5350  0.35
H -7.6715 1.9211 -5.1181  0.29
H -7.5488 -0.4801 -4.9289  0.28
H -5.8604 -0.5619 -4.5229  0.31
H -6.0108 -0.9473 -6.5802  0.30
H -6.0160 3.0945 -4.0361  0.32
C 1.6777 7.5087 -6.3950  -0.24
C 2.8470 6.4666 -6.3784  -0.44
O 2.4249 5.3382 -5.6294  -0.52
O 0.6723 7.1852 -7.2434  -0.52
H 2.0879 8.4465 -6.7698  0.31
H 1.3143 7.7001 -5.3853  0.22
H 3.7756 6.7610 -5.8893  0.35
H 2.8464 5.9789 -7.3532  0.22
H 2.6973 5.4389 -4.7143  0.29
H 0.1201 7.9515 -7.4151  0.32
C 3.8475 1.6052 6.2923  -0.39
C 4.3383 3.0282 6.5637  -0.32
O 3.3339 3.7495 7.2873  -0.52
O 3.5485 1.0229 7.4646  -0.52
H 4.5672 1.0437 5.6966  0.31
H 2.9731 1.5918 5.6416  0.28
H 4.5342 3.5657 5.6359  0.29
H 5.2652 2.8442 7.1068  0.25
H 3.5845 3.8560 8.2078  0.31
H 2.7863 1.3754 7.9298  0.32
C -2.5982 1.4399 7.0947  -0.36
C -2.7871 0.5696 8.3253  -0.34
O -1.7188 0.7702 9.2318  -0.52
O -2.1460 2.7991 7.2897  -0.50
H -3.5639 1.6383 6.6299  0.29
H -1.9929 0.8438 6.4117  0.27
H -2.8172 -0.4551 7.9550  0.30
H -3.6946 0.8980 8.8320  0.25
H -2.0368 1.5446 9.7016  0.32
H -1.1904 2.7271 7.3472  0.30
C 7.6664 -1.1253 -3.8900  -0.36
C 6.8183 0.1873 -4.0707  -0.32
O 7.3409 0.6782 -5.3041  -0.51
O 7.0791 -2.1740 -4.5666  -0.53
H 7.8086 -1.4313 -2.8536  0.35
H 8.6467 -1.0193 -4.3545  0.27
H 6.9703 0.9150 -3.2735  0.25
H 5.7526 -0.0221 -3.9784  0.25
H 6.7549 0.9225 -6.0242  0.29
H 7.5856 -2.9536 -4.3275  0.31

Cartesian forces (eV/Å) of the 6 atoms listed first:
Li 0.1 0.3 0.4
Li -0.1 0.3 0.3
C -0.1 0.0 -1.0
C 1.9 0.9 0.2
O -0.3 -0.3 0.4
H -0.2 -0.5 0.2

Calculated values
Maximum force in hartree/bohr: 0.0678
DFT total energy in hartree: -1514.647753
Net charge: +1
LUMO level in eV: -5.5
HOMO energy in eV: -8.543
Kohn-Sham gap in eV: 3.08

***

# 4
Molecular formula: C15H43O20P5S
Method: DFT, the ωB97M-V functional and the def2-TZVPD basis

Last column: Mulliken charge in e.
CARTESIAN COORDINATES (ANGSTROEM)
C -2.0359 3.1610 5.4975  -1.15
S -1.7700 3.9757 7.0625  1.06
O -0.3614 4.2008 7.2717  -0.60
O -2.5409 5.1924 7.0851  -0.64
P -2.6745 2.6332 8.4909  -0.14
C -1.5626 1.1602 8.7325  -0.53
C -0.2074 1.2276 8.0660  0.53
O 0.7580 1.6757 8.6132  -0.50
O -0.1541 0.6945 6.8151  -0.40
H -1.1273 3.2805 4.9110  0.36
H -2.2745 2.1082 5.6350  0.41
H -2.8534 3.6497 4.9727  0.47
H -2.6231 3.4209 9.6578  0.08
H -2.1063 0.3052 8.3343  0.37
H -1.4032 1.0339 9.8007  0.43
H 0.3737 1.2849 6.2573  0.18
C 2.1713 -0.7122 0.6617  -0.34
O 3.1610 -0.2559 1.5961  -0.36
P 2.9287 -0.0048 3.2037  0.91
O 4.2245 -0.5400 3.7096  -0.68
O 1.6724 -1.0391 3.2582  -0.25
C 1.9283 -2.4379 3.3264  -0.87
O 2.3119 0.6848 4.5771  -0.01
C 3.1896 1.5651 5.3051  -0.73
H 2.3845 -0.2582 -0.3046  0.17
H 2.2807 -1.7901 0.5482  0.20
H 1.1579 -0.4605 0.9603  0.17
H 2.9849 -2.6682 3.1915  0.39
H 1.3565 -2.9347 2.5412  0.28
H 1.5907 -2.8112 4.2929  0.24
H 3.6817 2.2826 4.6512  0.34
H 3.9314 0.9747 5.8377  0.29
H 2.5841 2.1038 6.0339  0.25
C -1.7357 4.2786 -1.4275  -0.70
O -1.0294 3.2202 -0.7781  -0.30
P -1.6747 2.1488 0.2632  1.13
O -0.9897 0.8941 -0.1339  -0.54
O -3.1923 2.3079 -0.2645  -0.40
C -3.6176 1.5455 -1.3934  -0.59
O -2.2337 1.8472 1.7621  -0.42
C -1.2808 1.2855 2.6778  -0.57
H -1.0457 5.1099 -1.5635  0.29
H -2.0383 3.9333 -2.4162  0.22
H -2.6014 4.6160 -0.8645  0.35
H -2.7906 1.0202 -1.8706  0.23
H -4.0702 2.2237 -2.1186  0.26
H -4.3702 0.8278 -1.0713  0.25
H -0.3362 1.8287 2.6498  0.33
H -1.1159 0.2364 2.4402  0.31
H -1.6981 1.3430 3.6772  0.16
C 5.2996 1.6278 -4.7102  -0.67
O 4.3057 0.9681 -3.9309  -0.33
P 2.7049 0.7917 -4.3192  1.21
O 2.5369 -0.6321 -3.8786  -0.62
O 2.9696 0.9683 -5.9128  -0.41
C 3.4550 -0.1417 -6.6573  -0.73
O 1.1336 1.2465 -4.5400  -0.40
C 0.2227 0.9905 -3.4571  -0.51
H 6.0215 2.0778 -4.0295  0.26
H 5.8256 0.8771 -5.3004  0.25
H 4.8880 2.3967 -5.3590  0.34
H 3.7318 -0.9776 -6.0145  0.36
H 4.3333 0.1743 -7.2225  0.26
H 2.6848 -0.4569 -7.3612  0.25
H 0.6208 1.3154 -2.4985  0.30
H -0.0132 -0.0708 -3.4212  0.21
H -0.6904 1.5450 -3.6686  0.26
C -2.5850 -7.2364 -5.2515  -0.62
O -1.7244 -6.2990 -4.6071  -0.34
P -1.5904 -4.7211 -4.9833  1.06
O -1.4420 -4.0947 -3.6490  -0.61
O -3.0515 -4.5886 -5.6716  -0.39
C -4.1811 -4.3279 -4.8463  -0.72
O -0.9778 -3.6451 -6.0335  -0.31
C 0.3149 -3.0872 -5.7264  -0.65
H -2.0973 -8.2101 -5.2318  0.26
H -3.5044 -7.3148 -4.6710  0.24
H -2.8103 -6.9662 -6.2796  0.33
H -3.9369 -4.3841 -3.7856  0.36
H -4.9527 -5.0671 -5.0695  0.26
H -4.5706 -3.3378 -5.0815  0.25
H 1.0306 -3.8586 -5.4500  0.35
H 0.2208 -2.3576 -4.9255  0.32
H 0.6705 -2.5728 -6.6167  0.21

Cartesian forces (eV/Å) of the 6 atoms listed first:
C -0.1 -0.1 -0.2
S 0.8 1.5 0.4
O 0.4 -1.0 -0.3
O -0.9 -0.3 0.0
P -1.5 -0.6 -0.5
C 0.4 -0.1 -0.3

Calculated values
Maximum force in hartree/bohr: 0.1328
DFT total energy in hartree: -4207.093440
Net charge: 0
Structure (SMILES): CS(=O)(=O)PCC(=O)O.COP(=O)(OC)OC.COP(=O)(OC)OC.COP(=O)(OC)OC.COP(=O)(OC)OC
LUMO level in eV: -0.7
HOMO energy in eV: -9.671
Kohn-Sham gap in eV: 8.93

***

Question: The lowest HOMO energy belongs to which entry?
Answer: C15H41N6Na2O7Pb

***

Question: What is the maximum force in the second record?
Answer: 0.0866 hartree/bohr

***

Question: Which of these has the highest DFT total energy?
Answer: C15H43Li2O12

***

Question: Look up the LUMO level of the third one.
Answer: -5.5 eV